(1)
The following is a quantum chemistry calculation of an isolated molecule of C6H4N2O5, from the Open Molecules 2025 dataset.

```
17
Properties=species:S:1:pos:R:3
C 0.790 -0.134 -1.180
C -0.304 0.630 -1.411
C 0.980 -1.040 1.223
C 1.141 -1.078 -0.045
C -1.497 0.829 -0.540
C -1.243 0.730 0.902
N 2.146 -2.139 -0.741
N -1.632 1.809 1.868
O 3.223 -1.621 -0.859
O 1.770 -3.242 -1.004
O -1.344 2.922 1.477
O -1.919 1.513 3.002
O -2.034 -0.220 0.339
H 1.666 -0.135 -1.860
H -0.351 1.070 -2.446
H 0.923 -1.456 2.214
H -2.315 1.563 -0.940
```

Output
* ΔE to the lowest compared entry with this formula, charge and spin: 199.9 kcal per mole
* multiplicity: 1
* energy: -716.2779 a.u.

(2)
The following is a quantum chemistry calculation of an isolated molecule of C2H2NPS, from the Open Molecules 2025 dataset.

```
7
Properties=species:S:1:pos:R:3
C -0.158 -0.642 0.590
C 0.348 0.588 0.487
N -0.595 -1.190 -0.649
P -0.453 -0.339 -1.933
S 0.489 1.340 -1.163
H -0.258 -1.119 1.529
H 0.627 1.362 1.140
```

Output
* ΔE to the lowest compared entry with this formula, charge and spin: 9.7 kcal per mole
* multiplicity: 3
* energy: -871.5701 a.u.

(3)
The following is a quantum chemistry calculation of a structure of composition C6H15N3OSi, from the Open Molecules 2025 dataset.

```
26
Properties=species:S:1:pos:R:3
C -1.670 -1.759 -1.684
C -0.213 -1.617 -2.191
C 0.945 1.688 1.364
C -0.035 2.666 0.834
C 1.993 -0.908 -1.192
C -0.481 0.205 2.693
N -1.798 -0.908 -0.575
N 0.566 -0.948 -1.130
N 0.322 0.415 1.454
O -0.467 2.283 -0.390
Si -0.383 -0.017 -0.091
H -2.498 -1.552 -2.514
H -1.957 -2.823 -1.542
H 0.282 -2.595 -2.236
H -0.037 -1.089 -3.166
H 1.799 1.406 0.580
H 1.551 1.745 2.230
H -0.781 2.861 1.713
H 0.542 3.654 0.602
H 2.390 -0.287 -1.941
H 2.242 -0.424 -0.133
H 2.527 -1.933 -1.333
H -0.700 -0.916 2.869
H 0.070 0.612 3.483
H -1.450 0.842 2.689
H -2.759 -0.601 -0.394
```

Output
* ΔE to the lowest compared entry with this formula, charge and spin: 23.6 kcal per mole
* multiplicity: 1
* energy: -766.5718 a.u.

(4)
The following is a quantum chemistry calculation of a cluster of 2 separate species, CHBrNO2 in total, from the Open Molecules 2025 dataset.

```
6
Properties=species:S:1:pos:R:3
C 0.567 -1.023 0.581
N -0.861 0.790 -0.145
O -2.048 0.733 0.175
O -0.230 1.812 -0.382
Br 2.188 -0.321 -0.163
H 0.384 -1.990 -0.065
```

Output
* ΔE to the lowest compared entry with this formula, charge and spin: 134.0 kcal per mole
* multiplicity: 1
* charge: -1
* energy: -2817.7971 a.u.

(5)
The following is a quantum chemistry calculation of an isolated molecule of C4H9NO, from the Open Molecules 2025 dataset.

```
15
Properties=species:S:1:pos:R:3
C -1.024 2.012 0.235
O -0.642 0.655 0.226
C 0.454 0.370 -0.612
C 0.789 -1.098 -0.483
C 0.627 -1.790 0.811
N -0.285 -2.064 -0.303
H -2.118 2.057 0.235
H -0.652 2.541 -0.652
H -0.647 2.523 1.133
H 1.333 0.981 -0.347
H 0.190 0.599 -1.658
H 1.581 -1.421 -1.159
H 0.247 -1.209 1.647
H 1.296 -2.607 1.073
H -1.150 -1.550 -0.144
```

Output
* structure (SMILES): COC[C@H]1CN1
* ΔE to the lowest compared entry with this formula, charge and spin: 58.8 kcal per mole
* multiplicity: 1
* energy: -287.7388 a.u.

(6)
The following is a quantum chemistry calculation of a structure of composition C72H180F8N15O31S8, from the Open Molecules 2025 dataset.

```
314
Properties=species:S:1:pos:R:3
C 2.532 0.274 -5.939
C 2.413 0.200 -7.432
N 3.755 0.230 -8.118
C 4.726 1.119 -7.561
C 4.359 -1.175 -7.930
C 3.782 -2.238 -8.852
C 3.522 0.452 -9.559
C 3.187 1.871 -10.043
O 2.043 2.405 -9.450
C 1.178 3.215 -10.236
H 2.624 1.302 -5.672
H 3.386 -0.273 -5.465
H 1.667 -0.274 -5.557
H 1.830 1.075 -7.816
H 1.991 -0.727 -7.687
H 4.376 2.106 -7.731
H 5.666 1.074 -8.077
H 4.884 0.910 -6.555
H 4.236 -1.441 -6.903
H 5.431 -1.066 -8.202
H 4.286 -3.186 -8.483
H 3.949 -2.207 -9.907
H 2.704 -2.397 -8.715
H 2.589 -0.130 -9.757
H 4.403 0.103 -10.105
H 3.202 1.794 -11.086
H 4.064 2.500 -9.902
H 0.626 3.743 -9.507
H 0.409 2.710 -10.836
H 1.788 3.879 -10.827
C -6.564 4.384 6.260
C -5.598 3.325 6.668
N -6.279 2.254 7.405
C -5.244 1.262 7.893
C -6.901 2.774 8.672
C -6.074 3.636 9.568
C -7.263 1.471 6.610
C -6.794 0.577 5.464
O -6.196 1.385 4.419
C -5.282 0.711 3.590
H -6.191 4.906 5.298
H -6.617 5.145 7.032
H -7.557 4.082 5.925
H -4.789 3.672 7.395
H -5.139 2.797 5.826
H -4.709 0.859 7.054
H -5.733 0.400 8.352
H -4.654 1.783 8.613
H -7.240 1.879 9.213
H -7.712 3.438 8.319
H -5.714 4.554 9.097
H -5.234 3.042 9.853
H -6.593 3.936 10.523
H -7.984 2.150 6.131
H -7.779 0.827 7.340
H -7.736 0.145 5.046
H -6.134 -0.351 5.644
H -4.663 0.040 4.167
H -4.722 1.526 3.089
H -5.779 0.116 2.777
C 4.714 1.833 6.368
C 4.615 0.687 5.372
N 5.776 -0.236 5.218
C 6.888 0.640 4.667
C 6.170 -0.618 6.591
C 5.161 -1.401 7.402
C 5.455 -1.391 4.300
C 5.320 -1.119 2.816
O 6.677 -0.848 2.282
C 6.582 -0.860 0.870
H 3.759 2.315 6.337
H 5.388 2.648 6.112
H 4.699 1.541 7.449
H 4.466 1.120 4.380
H 3.775 0.059 5.688
H 6.854 1.579 5.204
H 6.759 0.753 3.587
H 7.808 0.113 4.826
H 6.525 0.264 7.136
H 7.126 -1.209 6.347
H 5.671 -1.859 8.229
H 4.646 -2.233 6.911
H 4.462 -0.677 7.850
H 4.605 -1.936 4.705
H 6.285 -2.072 4.395
H 4.643 -0.318 2.750
H 4.843 -2.026 2.417
H 6.227 -1.848 0.521
H 7.581 -0.638 0.512
H 5.923 -0.069 0.454
C -1.992 2.760 -2.963
C -3.463 2.419 -3.099
N -3.991 2.071 -4.477
C -5.297 1.457 -4.343
C -4.153 3.280 -5.307
C -4.900 3.058 -6.627
C -3.107 1.130 -5.138
C -3.245 -0.392 -4.711
O -3.036 -0.494 -3.329
C -3.336 -1.775 -2.788
H -1.316 1.896 -3.148
H -1.907 3.185 -1.924
H -1.640 3.603 -3.578
H -4.246 3.073 -2.675
H -3.606 1.510 -2.585
H -5.186 0.672 -3.657
H -5.548 1.059 -5.310
H -6.002 2.192 -4.021
H -3.127 3.723 -5.432
H -4.671 3.948 -4.638
H -5.899 2.666 -6.357
H -4.266 2.420 -7.244
H -5.045 4.069 -6.975
H -2.084 1.289 -4.927
H -3.388 1.187 -6.181
H -2.463 -0.954 -5.342
H -4.226 -0.728 -4.911
H -2.997 -2.483 -3.526
H -4.425 -1.892 -2.576
H -2.877 -1.898 -1.790
C -2.639 6.417 2.951
C -1.382 5.929 3.595
N -0.251 5.505 2.664
C -0.808 4.485 1.681
C 0.307 6.668 1.963
C 1.172 6.316 0.808
C 0.812 4.692 3.418
C 1.501 5.395 4.529
O 2.480 6.269 4.178
C 3.701 5.633 3.869
H -3.208 6.798 3.820
H -3.306 5.692 2.520
H -2.640 7.163 2.188
H -1.548 5.102 4.251
H -0.930 6.795 4.149
H -0.001 3.820 1.385
H -1.227 4.911 0.774
H -1.578 3.911 2.236
H 0.869 7.213 2.715
H -0.526 7.332 1.709
H 1.919 5.550 1.118
H 1.775 7.150 0.504
H 0.598 5.880 0.028
H 1.544 4.276 2.719
H 0.338 3.791 3.803
H 1.910 4.528 5.034
H 0.847 5.891 5.254
H 3.751 5.172 2.866
H 3.875 4.771 4.570
H 4.477 6.359 3.940
C -2.135 -10.226 -5.087
C -2.429 -8.757 -4.928
N -1.348 -7.925 -4.404
C -0.197 -7.905 -5.365
C -1.674 -6.514 -4.072
C -2.825 -6.000 -4.944
C -0.864 -8.516 -3.154
C -1.878 -8.902 -2.129
O -2.359 -10.208 -2.202
C -3.187 -10.570 -1.095
H -1.160 -10.348 -5.546
H -2.935 -10.618 -5.680
H -2.146 -10.735 -4.164
H -3.292 -8.621 -4.263
H -2.661 -8.205 -5.826
H 0.180 -8.817 -5.841
H 0.678 -7.536 -4.854
H -0.413 -7.139 -6.163
H -0.779 -5.945 -4.255
H -1.928 -6.439 -3.031
H -3.024 -4.943 -4.695
H -3.727 -6.552 -4.674
H -2.553 -6.122 -5.999
H -0.169 -7.794 -2.815
H -0.290 -9.417 -3.447
H -2.655 -8.155 -2.202
H -1.352 -8.658 -1.148
H -3.991 -9.875 -0.936
H -2.653 -10.763 -0.161
H -3.641 -11.556 -1.391
C -2.432 -2.561 5.634
C -2.655 -3.841 4.876
N -3.165 -3.882 3.481
C -2.336 -2.942 2.683
C -3.087 -5.198 2.915
C -3.847 -6.213 3.729
C -4.550 -3.266 3.474
C -5.192 -3.093 2.147
O -4.693 -2.061 1.369
C -5.415 -1.876 0.191
H -1.962 -2.872 6.609
H -3.395 -2.037 5.815
H -1.678 -1.883 5.201
H -3.408 -4.466 5.391
H -1.682 -4.291 4.816
H -2.611 -1.934 3.004
H -2.420 -2.991 1.613
H -1.260 -3.053 2.987
H -2.005 -5.417 2.848
H -3.403 -5.194 1.882
H -4.855 -5.944 4.027
H -3.329 -6.284 4.689
H -3.703 -7.161 3.188
H -4.438 -2.268 3.874
H -5.079 -3.891 4.131
H -6.236 -2.805 2.500
H -5.301 -3.949 1.539
H -4.845 -1.158 -0.371
H -6.332 -1.371 0.467
H -5.613 -2.818 -0.376
C 6.342 4.353 0.731
C 6.658 3.968 -0.685
N 6.103 4.825 -1.769
C 4.648 4.544 -2.017
C 6.208 6.322 -1.405
C 6.158 7.290 -2.475
C 6.873 4.508 -2.978
C 7.339 3.132 -3.315
O 6.213 2.347 -3.690
C 6.436 0.897 -3.497
H 7.016 5.169 1.059
H 6.483 3.543 1.397
H 5.312 4.666 0.904
H 6.307 2.952 -0.864
H 7.752 3.939 -0.839
H 4.554 3.523 -2.379
H 4.327 5.284 -2.735
H 4.090 4.694 -1.124
H 7.150 6.458 -0.870
H 5.410 6.463 -0.697
H 7.023 7.412 -3.110
H 6.046 8.212 -1.895
H 5.261 7.313 -3.089
H 7.799 5.097 -2.956
H 6.291 4.894 -3.752
H 7.917 2.811 -2.440
H 7.992 3.115 -4.171
H 5.609 0.415 -4.009
H 6.452 0.694 -2.399
H 7.446 0.633 -3.870
C 0.353 -3.867 -0.376
C 0.328 -2.561 0.436
N 1.154 -1.308 0.006
C 2.567 -1.664 0.182
C 0.827 -1.022 -1.424
C 1.731 0.018 -2.096
C 0.838 -0.109 0.770
C -0.462 0.669 0.364
O -1.590 -0.126 0.372
C -2.677 0.591 1.007
H -0.186 -3.686 -1.298
H -0.229 -4.661 0.121
H 1.294 -4.340 -0.552
H 0.742 -2.780 1.388
H -0.693 -2.183 0.543
H 2.842 -2.550 -0.398
H 2.683 -2.033 1.188
H 3.255 -0.841 -0.006
H -0.246 -0.842 -1.437
H 1.021 -1.917 -1.937
H 1.743 0.970 -1.577
H 1.398 0.250 -3.061
H 2.768 -0.338 -2.223
H 1.763 0.491 0.631
H 0.777 -0.367 1.791
H -0.317 1.094 -0.649
H -0.630 1.442 1.078
H -3.580 0.020 1.199
H -2.961 1.401 0.272
H -2.242 0.886 1.950
N 1.690 -2.587 -5.811
S 0.216 -2.740 -5.454
O -0.484 -3.929 -5.751
O -0.371 -1.513 -5.845
F 0.125 -2.643 -3.890
S 2.920 -3.277 -4.974
O 4.175 -2.887 -5.558
O 2.672 -4.564 -4.357
F 3.043 -2.412 -3.511
N 2.629 -3.606 2.684
S 2.025 -3.089 4.030
O 2.720 -3.490 5.204
O 0.638 -3.291 4.075
F 2.152 -1.491 3.940
S 3.684 -4.807 2.530
O 3.959 -4.719 1.132
O 3.212 -5.999 3.143
F 5.009 -4.569 3.239
N -0.383 2.420 5.259
S -1.673 2.694 6.082
O -2.732 1.767 5.958
O -2.030 4.081 6.069
F -1.090 2.464 7.576
S 0.271 1.101 4.798
O 0.382 1.022 3.336
O -0.141 -0.099 5.500
F 1.762 1.334 5.343
N -4.978 2.721 -0.498
S -4.490 4.111 0.064
O -3.200 4.399 -0.447
O -4.738 4.331 1.421
F -5.514 5.136 -0.679
S -6.335 1.989 -0.456
O -6.358 0.855 0.449
O -7.030 1.891 -1.718
F -7.412 3.040 0.296
N -3.156 -5.130 -0.879
O -3.952 -4.740 -0.087
O -2.552 -6.203 -0.766
O -2.941 -4.434 -1.864
N 3.653 2.721 1.659
O 4.000 1.724 1.045
O 3.052 3.636 0.980
O 3.893 2.924 2.850
```

Output
* ΔE to the lowest compared entry with this formula, charge and spin: 5.9 kcal per mole
* multiplicity: 1
* charge: +3
* energy: -9988.0610 a.u.

energy of number 5 (C4H9NO)?
-287.7388 a.u.